Version P
Below is a 2-piece molecular cluster, FH3N2OS overall, with properties calculated with wB97M-V/def2-TZVPD.

Structure (ORCA input):
```
! wB97M-V def2-TZVPD RIJCOSX def2/J DEFGRID3
* xyz 0 1
N -1.70408 1.10037 -0.18585
S -0.34709 1.19451 0.40861
N 0.50063 -0.08245 0.28156
O 0.10567 2.38520 1.04282
H -2.02530 0.19775 -0.36552
H 1.45418 -0.10928 0.41536
F 0.91018 -2.77777 -0.90913
H 1.10581 -1.90833 -0.68784
*
```

Computed properties:
SMILES: N=S(=N)=O.F
E_LUMO: -0.007 hartree

These are the natural (NBO) partial charges, in e, on atoms 1 to 6:
1. N -1.0306
2. S 2.1807
3. N -1.1223
4. O -0.8230
5. H 0.4067
6. H 0.3927


Version Q
Below is a 2-piece molecular cluster, FH3N2OS overall, with properties calculated with wB97M-V/def2-TZVPD.

Structure (ORCA input):
```
! wB97M-V def2-TZVPD RIJCOSX def2/J DEFGRID3
* xyz 0 1
N -1.08716 -0.15763 -0.08785
N 1.01578 0.26301 -0.62781
O 1.61978 -0.05416 0.43888
F 0.78313 1.53400 -0.59844
S 2.06007 -1.67086 0.68388
H -1.59011 0.35816 -0.77303
H -0.90730 0.54120 0.69356
H -1.89418 -0.81372 0.27080
*
```

Computed properties:
E_LUMO (alpha / beta): -0.056 / -0.016 hartree

These are the natural (NBO) partial charges, in e, on atoms 1 to 6:
1. N -1.0182
2. N 0.4143
3. O -0.3470
4. F -0.1899
5. S 0.0399
6. H 0.3622


The least stable of them is version Q.